# 1
A molecular structure, C36H54AsF6O27Pt at a distorted geometry, computed with ωB97M-V/def2-TZVPD.

Geometry as XYZ:
```
125
Properties=species:S:1:pos:R:3:forces:R:3
Pt 6.079769 1.931065 -0.462860 -0.32 -0.18 0.01
As -0.021676 0.736786 -0.073705 0.65 -1.26 -0.21
F 0.333019 -0.814980 0.834482 -0.73 1.97 -0.37
F -0.299707 -0.364334 -1.434442 0.00 1.03 0.49
F -0.132089 2.162156 -1.157965 -0.56 -0.88 1.17
F 0.292020 1.698541 1.405321 -0.54 -0.68 -1.33
F 1.699046 0.820159 -0.462103 -0.19 -0.15 0.30
F -1.776777 0.747024 0.249989 1.49 0.11 -0.02
C 0.729024 10.612493 1.413774 -0.27 0.41 -0.05
C 1.685409 9.959780 0.411297 -1.12 0.21 1.79
C 3.090305 10.320099 0.749116 1.84 1.51 -1.07
O 3.855491 9.108179 0.636069 0.27 0.12 0.48
C 3.015569 8.103669 0.635990 -1.17 -4.39 -1.32
O 3.271243 6.892896 0.431296 -0.74 4.54 1.21
O 1.718181 8.599325 0.775400 0.79 -2.36 -0.52
H -0.317434 10.317518 1.336202 0.06 -0.07 -0.55
H 0.779261 11.698986 1.342248 -0.05 0.07 -0.05
H 0.990036 10.332655 2.434394 0.40 -0.01 -0.08
H 1.359646 10.088858 -0.620843 0.24 -0.04 -0.08
H 3.166300 10.784357 1.732368 0.18 -0.41 0.14
H 3.602847 10.955880 0.027179 -0.37 0.42 0.10
C 0.457485 6.287654 6.501131 1.06 0.44 -0.80
C -0.990668 6.228692 6.182026 -1.14 -0.58 -0.22
C -1.731494 4.969368 6.630233 1.84 -1.74 0.51
O -2.836122 5.415646 7.336150 -1.14 -0.93 -0.07
C -2.718128 6.694296 7.575420 -2.48 2.69 2.67
O -3.541737 7.316928 8.245352 2.17 -1.09 -1.78
O -1.586202 7.186996 7.058784 -0.57 0.80 -0.19
H 1.083712 5.607741 5.923492 -0.22 -0.48 0.28
H 0.592817 6.214026 7.580192 0.11 -0.33 -0.13
H 0.850509 7.258412 6.199027 -0.15 0.24 0.15
H -1.310282 6.424901 5.158577 0.53 0.54 -0.19
H -1.042912 4.470790 7.312409 -0.06 -0.22 0.45
H -2.047882 4.157920 5.974835 0.09 0.64 -0.72
C 1.071800 -6.373243 -1.086585 0.11 0.80 0.00
C 2.316608 -6.027767 -1.947843 -1.19 0.29 -0.13
C 3.506771 -6.889291 -1.759669 1.11 -0.61 1.49
O 3.858924 -7.356848 -3.054168 0.71 -0.61 0.20
C 2.897036 -7.038883 -3.924437 -1.51 -1.00 -1.18
O 2.752831 -7.437152 -5.054088 0.96 0.59 1.26
O 1.966297 -6.305744 -3.303418 -0.61 0.64 -0.42
H 0.224292 -5.784309 -1.437264 0.12 0.23 0.02
H 1.198220 -6.156512 -0.025859 0.29 0.27 -0.02
H 0.706089 -7.399732 -1.112971 0.66 -0.26 -0.50
H 2.668167 -4.996410 -1.919540 -0.77 0.31 0.33
H 3.235926 -7.627689 -1.005013 0.15 -1.07 -0.67
H 4.380950 -6.425069 -1.303133 -0.03 0.45 -0.37
C 5.439859 -3.587931 7.262126 0.20 -1.02 1.89
C 5.802542 -4.072461 5.913662 0.65 -0.81 1.26
C 4.680293 -4.779033 5.245744 -0.46 -1.63 -1.08
O 4.580505 -4.122541 3.963800 0.18 -0.26 0.74
C 5.396057 -3.051786 4.000568 -2.17 3.08 -3.64
O 5.356312 -2.213501 3.073155 1.12 -2.51 3.14
O 5.990751 -2.959768 5.178402 1.02 3.52 -2.99
H 6.117765 -2.892479 7.756999 0.30 -0.06 -0.47
H 5.450948 -4.495806 7.865236 -0.41 0.09 0.58
H 4.449430 -3.133300 7.283415 -0.03 -0.15 -0.18
H 6.731488 -4.626597 5.779119 0.07 -0.43 0.91
H 3.761888 -4.762949 5.832586 -0.22 0.30 -0.40
H 4.938779 -5.814250 5.022991 -0.19 -0.07 0.19
C -5.915435 5.738199 -2.174449 0.39 0.68 1.12
C -5.879078 5.470033 -0.647499 1.84 -0.60 -0.99
C -4.758447 6.178117 0.155286 0.71 -1.47 -1.62
O -5.433485 6.661341 1.312288 -2.09 1.09 1.74
C -6.739708 6.714914 1.073436 3.86 -3.03 -4.38
O -7.547903 7.316739 1.805235 -0.73 0.25 0.46
O -7.003196 6.067869 -0.088950 -3.98 3.39 3.52
H -6.875530 5.448027 -2.601191 0.29 -0.22 -0.03
H -5.044794 5.333314 -2.690357 -0.25 -0.54 0.13
H -5.785368 6.815696 -2.275380 -0.30 0.16 -0.15
H -6.015352 4.425244 -0.368331 0.61 -0.18 -0.28
H -4.256175 7.001492 -0.352538 -0.31 0.11 0.00
H -4.008439 5.438880 0.436550 0.01 0.25 0.46
C -1.888887 -2.276408 5.716545 -1.43 0.23 -0.13
C -3.323368 -2.231420 5.072831 0.90 0.95 0.18
C -3.691728 -3.117624 3.907214 2.12 0.83 -1.95
O -4.511707 -4.069663 4.413072 -2.16 -2.69 1.12
C -4.926569 -3.754032 5.650897 -3.99 -1.22 2.62
O -5.876434 -4.262124 6.329648 4.42 1.73 -3.33
O -4.237063 -2.692166 6.057928 -0.24 0.20 1.22
H -1.745283 -3.299605 6.063752 0.32 0.06 -0.03
H -1.949168 -1.610208 6.577155 -0.05 -0.21 0.23
H -1.038041 -1.893289 5.153173 -0.34 -0.32 -0.57
H -3.656128 -1.223461 4.825042 0.47 0.22 0.21
H -2.826604 -3.582053 3.433949 0.17 -0.16 0.19
H -4.195733 -2.615870 3.081177 -0.16 0.41 0.19
C -1.181877 -2.763930 -7.305031 -0.82 0.44 0.66
C -0.299928 -2.187177 -8.376789 -0.59 0.33 1.12
C 0.844583 -1.327722 -7.849568 -0.36 0.43 0.84
O 1.897620 -1.617231 -8.723994 0.52 0.13 -0.81
C 1.609415 -2.737109 -9.399464 2.34 -1.91 -2.18
O 2.402561 -3.277911 -10.173647 -2.49 1.37 2.14
O 0.367853 -3.184888 -9.080706 1.43 -0.80 -1.04
H -1.959947 -3.410242 -7.711235 0.09 0.04 -0.07
H -1.670267 -1.913472 -6.829346 -0.39 0.17 -0.13
H -0.740400 -3.253045 -6.436707 0.70 -0.28 -0.49
H -0.929349 -1.662147 -9.095306 -0.01 0.31 0.00
H 1.184892 -1.616162 -6.855038 -0.32 -0.17 0.21
H 0.650635 -0.255410 -7.824555 -0.08 -0.07 -0.24
C 9.144534 -5.896977 -6.269030 0.80 -0.50 1.01
C 9.408938 -4.423887 -6.039785 0.32 -0.74 -0.84
C 8.814680 -3.540232 -7.082567 -0.10 0.81 -1.74
O 8.125846 -2.519853 -6.385336 -0.88 0.49 1.65
C 8.017488 -2.885019 -5.056747 -0.93 1.57 0.46
O 7.400046 -2.302147 -4.167021 1.53 -1.29 -2.53
O 8.744722 -3.977363 -4.889479 -0.39 -0.59 2.14
H 9.494284 -6.338536 -5.335871 -0.40 -0.44 0.16
H 9.813509 -6.364190 -6.991722 -0.12 0.42 -0.41
H 8.112481 -6.192046 -6.458545 0.03 0.33 0.01
H 10.477356 -4.294413 -5.867104 0.05 0.22 -0.14
H 8.115417 -4.086765 -7.715365 -0.22 -0.03 0.11
H 9.496815 -3.031589 -7.763791 0.29 -0.20 0.17
C -7.472230 -3.274803 -1.636088 -0.68 -0.64 -0.02
C -9.055810 -3.141016 -1.745731 2.91 -0.41 -0.04
C -9.805683 -2.673217 -0.508764 1.02 0.40 0.42
O -10.167969 -1.315887 -0.816265 -0.42 -0.02 -1.16
C -9.858413 -1.050837 -2.133494 -0.73 2.08 -0.50
O -10.106499 -0.005503 -2.727257 0.63 -2.60 1.74
O -9.216487 -2.095795 -2.661404 -0.93 0.95 -1.23
H -6.889819 -2.353463 -1.641985 -0.66 0.46 0.57
H -7.065380 -3.739504 -2.534200 -0.41 -0.41 -0.09
H -7.177983 -3.895387 -0.789697 -0.02 0.03 0.06
H -9.427075 -4.064750 -2.189570 -0.23 0.10 0.14
H -9.117102 -2.568136 0.329632 -0.16 -0.43 0.17
H -10.630940 -3.337610 -0.252568 -0.29 0.51 -0.05
```
Positions in Å, forces in eV/Å.

Properties
E_tot: -6389.4075 a.u.
LUMO energy (spin up / spin down): -7.217 / -10.119 eV
multiplicity: 3
total charge: +1
energy relative to the best compared isomer or geometry (same formula, charge and spin): 1166.5 kJ/mol
E_HOMO (spin up / spin down): -11.47 / -11.47 eV

***

# 2
A molecular structure, C36H54BBrMnN14PSi at a distorted geometry, computed with ωB97M-V/def2-TZVPD.

Geometry as XYZ:
```
109
Properties=species:S:1:pos:R:3:forces:R:3
Mn -1.922817 -0.012564 1.636368 -0.27 1.24 0.11
C -6.237712 -0.874682 1.663670 0.34 -0.17 -0.12
C -4.933185 -1.253238 1.285546 -1.29 -0.17 0.18
N -4.147992 -0.204707 1.173472 0.55 1.98 0.78
N -4.925495 0.931471 1.501137 0.32 -1.05 0.11
C -6.180464 0.503115 1.787497 0.64 -0.38 -0.14
B -4.263581 2.373576 1.649009 -0.93 0.38 -0.53
N -3.324302 2.395222 2.943494 0.69 -1.22 -0.55
C -3.323898 3.141057 4.059626 0.59 -0.59 -0.13
C -2.251857 2.738281 4.871779 -0.18 -0.20 -0.45
C -1.614856 1.705885 4.161867 -1.06 1.04 0.81
N -2.263461 1.471720 3.024791 -0.95 0.02 -0.93
N -3.334851 2.535520 0.360917 1.05 -1.60 0.37
C -3.389188 3.273174 -0.758851 0.16 0.30 0.05
C -2.239850 3.062213 -1.514758 -0.17 0.09 -0.05
C -1.509154 2.119124 -0.777481 0.78 0.35 -1.53
N -2.168780 1.729731 0.279109 -1.26 0.26 1.91
N -5.368071 3.506004 1.710385 1.17 0.25 0.60
C -6.565778 3.668002 1.075259 -0.13 -0.28 -0.76
C -6.835930 5.009604 0.946701 -0.39 -0.19 -0.03
C -5.763677 5.644642 1.593924 0.39 -0.14 0.45
N -4.903752 4.773542 2.089148 0.28 -0.78 -0.77
H -7.084709 -1.538884 1.816110 0.24 0.36 -0.10
H -4.606742 -2.263724 1.068924 0.25 0.23 0.05
H -6.975101 1.178002 2.039275 0.03 0.19 0.15
H -4.085425 3.899668 4.160664 0.17 0.03 0.10
H -1.979928 3.106692 5.856009 -0.09 0.00 -0.39
H -0.762017 1.154505 4.486746 0.33 -0.42 -0.14
H -4.229073 3.933031 -0.959367 0.20 -0.13 0.22
H -1.976582 3.519204 -2.473716 -0.13 -0.21 0.64
H -0.499346 1.750695 -0.995042 -0.58 -0.12 0.08
H -7.160408 2.827731 0.722778 0.32 0.27 0.00
H -7.697410 5.483929 0.480526 0.28 -0.30 0.21
H -5.575509 6.705710 1.732899 -0.14 -0.27 0.04
C 2.992810 -2.689056 2.811246 0.12 -0.01 0.20
N 2.121085 -1.545943 2.592270 -1.26 0.93 -0.36
C 2.495014 -0.193977 2.681408 0.29 -1.55 0.21
C 1.360192 0.498319 2.479353 -1.42 1.18 -0.41
N 0.280652 -0.342816 2.237766 0.37 0.40 0.16
C 0.765973 -1.570072 2.320556 0.71 -0.42 -0.12
P -0.237857 -3.087376 1.960759 1.08 -0.61 -0.03
C -0.934545 -2.525391 0.330025 0.18 -1.15 0.24
N -1.462223 -1.339000 0.136347 -1.16 0.45 -0.95
C -1.860354 -1.303128 -1.209809 -0.25 1.58 0.64
C -1.501058 -2.432253 -1.836581 0.59 -1.61 0.93
N -0.941694 -3.265196 -0.826952 -0.47 1.42 0.26
C -0.628116 -4.690688 -0.944445 0.12 -0.30 -0.33
C -1.563093 -2.830272 3.189429 -0.67 -0.08 0.28
N -2.198252 -1.665576 3.247317 -0.69 -0.58 0.52
C -3.126351 -1.815275 4.270235 -0.24 1.64 -0.53
C -3.065745 -3.041893 4.841760 0.90 -0.71 -0.72
N -2.065232 -3.711048 4.142048 0.68 1.25 -1.18
C -1.513304 -5.023667 4.446276 0.00 -0.26 0.40
H 3.977802 -2.404563 2.462893 0.17 -0.18 -0.21
H 2.627701 -3.571959 2.269696 0.14 0.36 0.21
H 3.074865 -2.886765 3.883069 -0.12 -0.16 -0.15
H 3.526042 0.134223 2.878605 -0.76 -0.34 -0.13
H 1.203351 1.573340 2.437773 0.23 -0.30 0.06
H -2.389220 -0.439369 -1.607605 0.34 -0.25 0.11
H -1.574135 -2.736658 -2.884070 -0.04 0.04 0.65
H -0.697282 -4.965285 -2.003857 0.12 0.13 0.31
H -1.345933 -5.323110 -0.397962 0.22 0.44 -0.10
H 0.386736 -4.886165 -0.587297 -0.20 0.03 -0.08
H -3.767394 -0.972304 4.501377 -0.02 -0.31 0.11
H -3.637970 -3.518028 5.636822 0.30 0.25 -0.30
H -0.844255 -4.952271 5.311060 -0.14 -0.03 -0.16
H -0.947755 -5.444234 3.603150 -0.38 0.29 0.19
H -2.355841 -5.663553 4.703316 0.19 -0.21 -0.07
C 1.725902 -0.803267 -4.636182 0.37 0.03 -0.07
C 2.436454 0.504225 -4.209788 0.05 -0.12 0.15
C 3.358857 0.961340 -5.375973 -0.19 -0.31 0.09
C 1.324429 1.551470 -3.995160 -0.38 -0.43 -0.40
Si 3.380049 0.230566 -2.561112 0.49 0.02 -0.38
Br 1.764907 -0.048599 -0.943142 -0.27 0.14 0.04
C 4.450216 1.741820 -2.047323 -0.37 0.02 0.29
C 5.823428 1.751070 -2.758043 -0.35 -0.48 0.39
C 3.739048 3.071029 -2.382146 0.24 -0.02 -0.27
C 4.664308 1.716839 -0.509726 -0.15 -0.57 -0.02
C 4.280378 -1.451366 -2.411170 0.22 -0.01 0.25
C 5.165923 -1.506842 -1.139820 -0.10 -0.53 -0.50
C 5.191946 -1.667410 -3.650932 -0.63 -0.43 0.01
C 3.288551 -2.640995 -2.284454 -0.11 0.38 -0.24
H 1.143068 -0.603576 -5.538807 -0.03 -0.04 -0.03
H 1.041317 -1.145736 -3.857835 -0.08 0.01 0.02
H 2.422588 -1.628364 -4.858775 -0.22 0.41 0.01
H 2.739621 1.141361 -6.261439 -0.04 0.01 0.08
H 4.079702 0.192226 -5.666744 -0.04 0.03 0.15
H 3.914237 1.877646 -5.188574 -0.05 0.06 0.17
H 0.782283 1.638691 -4.942362 -0.08 0.07 0.02
H 1.655511 2.539637 -3.727514 0.26 0.25 0.05
H 0.601802 1.230798 -3.238218 0.07 -0.06 -0.06
H 5.747919 1.900963 -3.832327 -0.06 0.02 -0.07
H 6.352611 0.813275 -2.580377 0.14 0.13 -0.03
H 6.414617 2.558760 -2.333122 0.15 0.14 -0.03
H 3.560938 3.219418 -3.454522 0.04 -0.21 0.24
H 4.392483 3.890955 -2.091860 0.12 0.15 0.20
H 2.798064 3.200240 -1.851547 -0.13 -0.07 0.07
H 5.236524 0.850037 -0.145239 -0.18 0.36 -0.26
H 3.716221 1.712369 0.038515 0.04 0.06 -0.17
H 5.198485 2.598277 -0.199858 0.34 0.52 0.05
H 5.892679 -0.715226 -1.071746 0.35 0.18 -0.20
H 5.712802 -2.465257 -1.139401 -0.18 0.24 0.08
H 4.558432 -1.450183 -0.243230 -0.21 -0.06 0.25
H 5.969983 -0.925943 -3.777709 0.12 0.23 0.14
H 4.621747 -1.696989 -4.584253 -0.01 0.02 0.11
H 5.671389 -2.644931 -3.562196 0.11 0.00 0.04
H 2.781720 -2.689937 -1.313954 0.24 0.20 -0.04
H 3.846549 -3.560987 -2.409384 0.15 -0.33 -0.07
H 2.498630 -2.609608 -3.036956 0.16 -0.13 0.02
```
Positions in Å, forces in eV/Å.

Properties
E_tot: -6551.2366 a.u.
LUMO energy (spin up / spin down): -7.787 / -6.000 eV
multiplicity: 5
total charge: +2
energy relative to the best compared isomer or geometry (same formula, charge and spin): 0.0 kJ/mol
E_HOMO (spin up / spin down): -13.15 / -13.15 eV